Record 1
Below is the molecule C20H41NO2, with properties calculated with ωB97M-V with the def2-TZVPD basis set.

```
64
C20H41NO2 (ωB97M-V with the def2-TZVPD basis set)
C 1.853 6.547 1.409
C 0.716 6.819 2.542
C -0.688 6.377 1.848
C -0.915 4.785 1.991
C -2.346 4.405 1.323
C -2.016 3.907 -0.186
C -1.920 2.279 -0.285
C -3.305 1.793 -0.930
C -3.679 0.251 -0.661
C -2.444 -0.685 -0.241
C -2.857 -2.208 -0.666
C -2.843 -3.236 0.575
C -1.742 -4.411 0.336
C -1.002 -4.683 1.735
C 0.479 -4.015 1.634
O 1.299 -5.026 0.925
C 2.262 -4.249 0.215
O 3.166 -3.584 0.789
N 2.169 -4.232 -1.250
C 3.384 -4.855 -1.891
C 4.068 -3.755 -2.858
C 4.360 -2.456 -1.969
C 5.256 -1.392 -2.804
H 2.910 6.781 1.789
H 1.766 5.464 1.072
H 1.574 7.236 0.533
H 0.907 6.211 3.494
H 0.716 7.937 2.825
H -1.582 6.944 2.271
H -0.556 6.593 0.733
H -0.896 4.414 3.068
H -0.114 4.249 1.357
H -2.891 3.566 1.894
H -3.001 5.356 1.323
H -1.117 4.432 -0.649
H -2.931 4.228 -0.815
H -1.023 2.090 -0.987
H -1.702 1.860 0.751
H -3.364 2.042 -2.046
H -4.131 2.419 -0.418
H -4.095 -0.157 -1.658
H -4.468 0.195 0.164
H -2.379 -0.682 0.906
H -1.449 -0.399 -0.714
H -3.939 -2.219 -1.070
H -2.212 -2.598 -1.535
H -3.869 -3.757 0.684
H -2.665 -2.723 1.589
H -1.011 -4.033 -0.473
H -2.209 -5.364 -0.104
H -0.926 -5.810 1.926
H -1.491 -4.191 2.639
H 0.891 -3.772 2.667
H 0.388 -3.090 0.970
H 1.317 -4.720 -1.573
H 4.170 -5.174 -1.111
H 3.084 -5.802 -2.479
H 5.018 -4.243 -3.287
H 3.325 -3.567 -3.704
H 4.943 -2.797 -1.044
H 3.403 -1.906 -1.673
H 4.528 -0.655 -3.276
H 5.929 -1.916 -3.565
H 5.900 -0.819 -2.055
```

* E_LUMO: 0.8 eV
* SMILES: CCCCCCCCCCCCCCCOC(=O)NCCCC
* molar mass: 327.55 g mol⁻¹
* electronic energy: -991.696660 Eh
* HOMO-LUMO gap: 0.391 hartree


Record 2
Below is a structure of composition C20H42BiNOP3, with properties calculated with ωB97M-V with the def2-TZVPD basis set.

```
68
C20H42BiNOP3 (ωB97M-V with the def2-TZVPD basis set)
Bi -0.236 -0.646 1.206
P 2.315 -0.442 -0.079
P 0.091 2.728 -0.555
P -0.435 -0.058 -2.351
H -1.340 -1.384 3.846
C -1.233 -1.993 2.935
C 0.241 -2.251 2.533
H 0.996 -1.975 3.299
C 3.439 -0.742 1.288
C 3.123 0.916 -0.951
C 2.509 -1.832 -1.124
C -1.570 3.403 -0.187
C 0.993 3.504 0.858
C 0.616 3.860 -1.903
C -0.760 -1.677 -3.043
C 0.014 0.817 -3.874
C -2.206 0.561 -2.125
H -1.724 -2.948 2.990
H 0.593 -3.262 2.205
H 3.164 -1.625 1.872
H 3.515 0.095 1.992
H 4.445 -0.917 0.891
H 3.209 1.826 -0.348
H 2.598 1.180 -1.872
H 4.138 0.601 -1.226
H 2.030 -2.722 -0.730
H 3.565 -2.055 -1.248
H 2.102 -1.681 -2.117
H -1.720 4.324 -0.757
H -1.644 3.627 0.882
H -2.348 2.686 -0.465
H 1.094 4.578 0.658
H 1.994 3.061 0.970
H 0.402 3.356 1.773
H -0.115 4.668 -1.985
H 0.666 3.316 -2.851
H 1.596 4.284 -1.659
H -0.639 -1.620 -4.118
H -1.768 -2.013 -2.830
H -0.059 -2.396 -2.637
H -0.490 0.289 -4.697
H 1.105 0.735 -3.998
H -0.291 1.871 -3.879
H -2.849 -0.098 -2.744
H -2.280 1.614 -2.477
H -2.526 0.476 -1.061
C -2.164 -3.208 -0.435
C -3.408 -2.481 -0.473
C -4.638 -3.120 -0.711
C -4.540 -4.455 -1.101
C -3.345 -5.215 -1.054
C -2.130 -4.520 -0.974
O -1.083 -2.602 -0.115
H -1.999 -1.572 2.014
H -3.406 -1.477 -0.160
H -5.545 -2.529 -0.804
H -5.493 -4.998 -1.134
H -3.355 -6.282 -1.387
H -1.195 -5.062 -1.087
C 1.964 3.614 4.144
C 2.400 2.153 4.398
C 1.544 1.246 3.700
N 0.760 0.596 3.097
H 2.216 3.934 3.113
H 2.417 4.308 4.865
H 0.868 3.699 4.269
H 3.431 2.007 4.056
H 2.380 1.923 5.471
```

* total charge: +3
* E_LUMO (spin up / spin down): -10.5 / -12.0 eV
* molar mass: 614.46 g mol⁻¹
* relative energy (zero: lowest compared OMol25 entry of this formula, charge and spin): 106.7 kJ/mol
* electronic energy: -2154.795940 Eh
* HOMO-LUMO gap (spin up / spin down): 0.259 / 0.189 hartree